No. 1
The following is a DFT calculation (ωB97M-V/def2-TZVPD) of a cluster of 2 separate species, C5H17N2O in total at a distorted geometry.

```
! RIJCOSX wB97M-V def2-TZVPD def2/J DEFGRID3
* xyz 1 1
N 1.194 0.313 -2.044
C 1.220 -1.100 -1.570
C 0.208 -1.260 -0.358
N -0.245 0.019 0.091
C 0.684 2.125 0.945
C 0.522 0.629 1.215
C -0.068 0.333 2.590
H 0.266 0.693 -1.817
H 1.899 0.845 -1.542
H 1.388 0.393 -3.034
H 2.219 -1.280 -1.187
H 1.148 -1.849 -2.348
H 0.808 -1.784 0.387
H -0.547 -1.908 -0.789
H -1.230 0.015 0.356
H 1.235 2.618 1.743
H -0.288 2.616 0.858
H 1.185 2.300 0.000
H 1.520 0.189 1.149
H 0.059 1.180 3.236
H -1.120 0.036 2.542
H 0.346 -0.594 2.994
H -3.987 -1.873 -1.801
H -4.641 -1.142 -0.687
O -3.777 -1.515 -0.929
*
```

HOMO   -13.21 eV
Calculated total energy   -10481.77485 eV
Orbital gap   10.0 eV
Energy relative to the best compared isomer or geometry (same formula, charge and spin)   111.9 kJ/mol


No. 2
The following is a DFT calculation (ωB97M-V/def2-TZVPD) of a cluster of 3 separate species, C5H17N2O2S in total at a distorted geometry.

```
! RIJCOSX wB97M-V def2-TZVPD def2/J DEFGRID3
* xyz -1 1
C -1.547 -1.596 -1.199
N -0.692 -0.870 -0.255
C 0.520 -0.304 -0.871
C 1.440 -1.573 -1.113
S 1.971 -2.433 0.505
C 1.203 0.702 0.084
N 0.358 1.941 0.182
C 0.588 2.678 1.471
H -1.345 -1.099 -2.110
H -2.640 -1.494 -0.885
H -1.444 -2.711 -1.322
H -0.366 -1.489 0.461
H 0.342 0.163 -1.851
H 2.417 -1.206 -1.398
H 0.937 -2.343 -1.651
H 2.190 1.128 -0.297
H 1.575 0.289 1.097
H -0.592 1.569 0.157
H 0.285 3.731 1.298
H 1.503 2.402 1.871
H -0.188 2.513 2.188
H -2.192 -1.059 1.639
H -2.818 -0.020 0.785
O -2.695 -0.258 1.586
H -2.143 2.845 -0.435
H -0.976 3.304 -1.267
O -1.925 3.442 -1.096
*
```

HOMO   -2.87 eV
Calculated total energy   -23370.06686 eV
Orbital gap   6.2 eV
Energy relative to the best compared isomer or geometry (same formula, charge and spin)   177.5 kJ/mol


No. 3
The following is a DFT calculation (ωB97M-V/def2-TZVPD) of a cluster of 2 separate species, C5H17N2S in total at a distorted geometry.

```
! RIJCOSX wB97M-V def2-TZVPD def2/J DEFGRID3
* xyz 1 1
C 0.199 -2.535 0.772
C 1.375 -2.320 -0.173
N 1.730 -0.880 -0.278
C 3.032 -0.604 -1.003
H -0.732 -2.301 0.237
H 0.171 -3.582 1.067
H 0.219 -1.875 1.653
H 2.302 -2.846 0.144
H 1.178 -2.643 -1.199
H 1.796 -0.498 0.674
H 0.922 -0.287 -0.842
H 3.894 -0.797 -0.320
H 3.046 0.482 -1.253
H 3.109 -1.223 -1.858
C -1.130 1.225 -0.988
C -1.026 0.981 0.537
S -2.381 1.766 1.466
N 0.137 0.698 -1.676
H -1.964 0.605 -1.293
H -1.362 2.309 -1.237
H -0.924 -0.118 0.659
H -0.147 1.490 0.960
H -1.637 1.982 2.505
H -0.147 0.260 -2.528
H 0.608 1.568 -2.026
*
```

HOMO   -12.30 eV
Calculated total energy   -19269.64441 eV
Orbital gap   9.5 eV
Energy relative to the best compared isomer or geometry (same formula, charge and spin)   30.8 kJ/mol


No. 4
The following is a DFT calculation (ωB97M-V/def2-TZVPD) of a structure of composition C5H17N3 at a distorted geometry.

```
! RIJCOSX wB97M-V def2-TZVPD def2/J DEFGRID3
* xyz 0 1
C 1.284 1.333 1.121
C 2.227 -0.931 -1.133
C 1.071 -1.906 0.749
N 1.193 -0.765 -0.132
N 0.276 1.415 1.959
H 0.255 0.835 2.785
H -0.558 1.977 1.803
H 1.164 2.006 0.267
H 1.647 0.154 0.631
H 2.326 -0.009 -1.710
H 0.353 -1.674 1.541
H 3.215 -1.185 -0.712
H 1.951 -1.728 -1.834
H 2.022 -2.211 1.219
H 0.686 -2.772 0.199
C -1.554 1.470 -1.373
C -2.482 -0.271 0.015
N -1.569 0.061 -1.056
H -0.625 -0.264 -0.828
H -3.511 -0.057 -0.287
H -0.813 1.663 -2.150
H -1.323 2.127 -0.509
H -2.530 1.782 -1.755
H -2.297 0.287 0.953
H -2.409 -1.336 0.239
*
```

HOMO   -7.68 eV
Calculated total energy   -9927.24080 eV
Orbital gap   8.4 eV
Energy relative to the best compared isomer or geometry (same formula, charge and spin)   339.9 kJ/mol


No. 5
The following is a DFT calculation (ωB97M-V/def2-TZVPD) of a cluster of 3 separate species, C5H17NO3 in total at a distorted geometry.

```
! RIJCOSX wB97M-V def2-TZVPD def2/J DEFGRID3
* xyz 0 1
C 2.695 0.297 1.370
C 1.841 0.953 0.280
C 0.563 1.542 0.910
C -0.683 1.601 -0.001
N -1.327 0.283 0.015
C -2.500 0.162 -0.794
O -2.129 -0.113 -2.137
H 3.557 -0.214 0.949
H 2.029 -0.167 2.083
H 3.177 1.107 1.924
H 2.335 1.753 -0.273
H 1.493 0.302 -0.521
H 0.759 2.598 1.139
H 0.240 1.085 1.843
H -1.356 2.292 0.498
H -0.399 1.912 -1.009
H -0.715 -0.492 -0.221
H -3.055 -0.668 -0.369
H -3.141 1.040 -0.705
H -2.753 0.065 -2.844
O -0.656 -3.469 0.930
H -0.540 -2.606 0.526
H 0.100 -3.735 1.447
O 0.204 -1.634 -1.366
H -0.361 -1.416 -2.121
H 0.623 -2.479 -1.552
*
```

HOMO   -8.89 eV
Calculated total energy   -13092.71772 eV
Orbital gap   9.5 eV
Structure (SMILES)   CCCCNCO.O.O
Energy relative to the best compared isomer or geometry (same formula, charge and spin)   86.3 kJ/mol


No. 6
The following is a DFT calculation (ωB97M-V/def2-TZVPD) of a cluster of 4 separate species, C5H17NO4 in total at a distorted geometry.

```
! RIJCOSX wB97M-V def2-TZVPD def2/J DEFGRID3
* xyz 0 1
C -2.403 0.134 0.748
N -1.456 1.135 0.021
C -0.128 0.426 -0.079
C 0.746 0.504 1.162
C 0.581 0.908 -1.332
C 1.793 -0.026 -1.890
O 1.731 -1.198 -1.605
H -1.873 -0.748 1.214
H -3.130 -0.278 -0.024
H -3.140 0.892 1.326
H -1.313 1.917 0.504
H -0.376 -0.676 -0.094
H 0.443 -0.344 1.859
H 1.813 0.251 1.177
H 0.789 1.567 1.392
H -0.252 0.768 -2.262
H 0.894 1.943 -1.413
H 2.561 0.566 -2.446
O 0.898 -3.395 -0.478
H 1.250 -2.455 -0.417
H 1.121 -3.487 -1.399
O -1.105 -2.785 1.762
H -1.326 -3.515 2.245
H -0.477 -2.988 1.076
O 0.900 3.682 -0.036
H 0.108 3.200 -0.271
H 1.353 4.000 -0.740
*
```

HOMO   -9.16 eV
Calculated total energy   -15137.66121 eV
Orbital gap   9.7 eV
Structure (SMILES)   CN[C@H](C)CC=O.O.O.O
Energy relative to the best compared isomer or geometry (same formula, charge and spin)   355.5 kJ/mol


No. 7
The following is a DFT calculation (ωB97M-V/def2-TZVPD) of the ion C5H18N3Si with charge +1 at a distorted geometry.

```
! RIJCOSX wB97M-V def2-TZVPD def2/J DEFGRID3
* xyz 1 1
C 1.316 2.129 -1.014
C 0.781 1.582 0.457
C 0.427 0.139 0.434
N -0.721 -0.008 -0.470
C -1.437 -1.320 -0.483
C -2.525 -1.255 0.665
N -3.475 -0.181 0.415
Si 2.180 -1.112 -0.244
N 3.463 -0.583 0.795
H 1.571 3.106 -0.791
H 0.467 2.248 -1.815
H 2.163 1.598 -1.322
H -0.169 2.177 0.583
H 1.583 1.764 1.142
H -0.049 -0.184 1.377
H -0.278 0.237 -1.384
H -1.331 0.762 -0.081
H -2.040 -1.391 -1.510
H -0.761 -2.109 -0.324
H -3.076 -2.115 0.735
H -2.058 -0.961 1.550
H -4.120 0.028 1.166
H -4.030 -0.314 -0.342
H 2.540 -0.884 -1.720
H 1.702 -2.380 0.221
H 3.975 0.229 0.517
H 3.898 -1.201 1.444
*
```

HOMO   -12.95 eV
Calculated total energy   -17817.33582 eV
Orbital gap   10.3 eV
Structure (SMILES)   CC[C@@H]([NH2+]CCN)[SiH2]N
Energy relative to the best compared isomer or geometry (same formula, charge and spin)   177.5 kJ/mol


No. 8
The following is a DFT calculation (ωB97M-V/def2-TZVPD) of a structure of composition C5H18N4O16V at a distorted geometry.

```
! RIJCOSX wB97M-V def2-TZVPD def2/J DEFGRID3
* xyz -1 3
V -0.378 0.231 0.116
N 0.630 -2.378 1.864
O 0.225 -2.270 2.997
O 0.351 -1.441 0.995
O 1.287 -3.329 1.436
N -2.780 0.328 2.539
O -2.612 -0.264 3.599
O -1.799 0.434 1.724
O -3.871 0.830 2.213
N 0.454 -0.857 -2.955
O -0.185 -0.386 -1.941
O 0.681 -0.081 -3.895
O 0.788 -2.031 -2.969
N 1.162 1.667 2.688
O 0.519 1.371 3.670
O 2.217 2.299 2.722
O 0.708 1.375 1.509
C 3.948 -1.314 0.250
C 2.786 -1.077 -0.714
O 2.089 0.136 -0.451
H 3.615 -1.143 1.274
H 4.772 -0.623 0.029
H 4.359 -2.317 0.153
H 2.111 -1.926 -0.639
H 3.188 -1.142 -1.734
H 2.597 0.807 -0.918
C -2.993 2.211 -0.455
O -2.231 1.088 -0.893
H -2.684 3.095 -1.029
H -4.047 2.045 -0.685
H -2.896 2.400 0.607
H -2.400 0.970 -1.832
C 0.992 2.802 -1.859
O 0.163 2.186 -0.862
H 1.571 2.022 -2.344
H 0.349 3.242 -2.627
H 1.606 3.582 -1.414
H -0.174 2.876 -0.279
C -2.276 -2.886 0.163
O -2.151 -1.491 -0.110
H -1.323 -3.281 0.518
H -2.999 -3.063 0.962
H -2.481 -3.454 -0.749
H -2.888 -1.241 -0.672
*
```

HOMO (spin up / spin down)   -6.31 / -6.30 eV
Calculated total energy   -69872.70851 eV
Orbital gap (spin up / spin down)   7.8 / 8.4 eV
Energy relative to the best compared isomer or geometry (same formula, charge and spin)   45.3 kJ/mol